{"formula": "C3H5N3OS", "method": "ωB97M-V/def2-TZVPD", "lumo_energy_ev": [-0.97, -1.44], "orbital_gap_ev": [7.013, 6.241], "relative_energy_ev": 6.030, "e_tot_ev": -20539.6295, "symbols": ["C", "C", "C", "N", "N", "N", "O", "S", "H", "H", "H", "H", "H"], "xyz": [[1.48382, 1.69740, 0.20240], [-1.32900, 0.22386, -0.25893], [-0.64259, -0.92268, -0.13947], [0.68481, -0.91973, -0.34442], [-1.85324, 1.19386, -0.76463], [-1.24143, -2.10950, 0.29933], [3.07743, -0.30445, -0.30065], [1.79026, 0.03007, 0.25991], [2.36118, 2.28171, 0.42769], [0.60585, 1.97607, 0.76286], [-2.12880, 2.01688, -0.24436], [-2.17857, -2.26169, -0.04572], [-0.62973, -2.90181, 0.14599]], "forces_ev_per_a": [[-0.1, -0.7, 0.5], [-0.2, 0.9, -0.2], [0.3, -0.3, 0.4], [0.0, -0.4, 0.3], [-0.2, -0.3, -0.4], [0.0, 0.0, -0.1], [0.6, -0.1, 0.1], [-0.1, 0.8, -0.9], [0.3, 0.0, 0.0], [-0.4, 0.1, -0.1], [0.0, 0.1, 0.4], [0.1, -0.1, 0.0], [-0.1, 0.1, 0.0]], "mulliken_charge": [-0.700, 0.229, 0.278, -0.330, -0.407, -0.521, -0.551, 0.582, 0.334, 0.272, 0.295, 0.243, 0.275]}